{"formula": "C3H9N2O", "method": "ωB97M-V/def2-TZVPD", "symbols": ["C", "C", "C", "N", "N", "O", "H", "H", "H", "H", "H", "H", "H", "H", "H"], "coordinates": [[-0.698140, -0.765625, -0.331314], [-1.165275, -2.072188, -0.929129], [2.592851, 1.636784, 0.346225], [-1.553802, -0.203460, 0.412058], [1.353812, 1.767090, 0.426124], [-1.368541, 0.810730, 1.273364], [0.317179, -0.283164, -0.265147], [-0.378690, -2.833896, -0.935097], [-1.517259, -1.769864, -2.000533], [-1.814376, -2.698242, -0.329718], [2.970061, 0.592674, 0.559474], [3.111272, 2.480864, 0.023618], [-0.475983, 1.371029, 1.069313], [-2.376654, -0.690152, 0.510219], [1.003547, 2.657419, 0.170544]], "atomic_forces_ev_per_a": [[1.110, -0.740, 0.902], [1.020, 0.593, -2.124], [-0.422, -2.312, 0.349], [2.788, 1.285, 0.201], [-2.223, -1.321, 0.625], [1.230, 1.791, -0.264], [-0.959, -0.727, -0.768], [0.645, 0.720, -0.825], [0.419, -1.285, 1.815], [-1.255, 0.915, 0.182], [0.301, 1.580, -0.193], [1.882, 0.872, -0.412], [-1.648, -2.166, 0.030], [-2.965, -0.638, 0.816], [0.077, 1.432, -0.334]], "lowdin_charge": [-0.02, -0.02, -0.04, 0.02, 0.00, 0.04, 0.15, 0.10, 0.15, 0.09, 0.11, 0.07, 0.16, 0.15, 0.05], "e_homo_ha": -0.544, "total_charge": 1, "molar_mass_g_mol": 89.1, "relative_energy_kcal_mol": 108.4, "e_tot_ev": -8274.373, "homo_lumo_gap_ha": 0.38435}

{"formula": "C2H8NPS", "method": "ωB97M-V/def2-TZVPD", "symbols": ["C", "S", "P", "C", "N", "H", "H", "H", "H", "H", "H", "H", "H"], "coordinates": [[2.720263, 0.377349, 0.374443], [1.082017, -0.529724, 0.284311], [-1.493674, -0.290494, 0.827344], [-1.859754, 1.376521, -0.006567], [-1.806720, -1.369259, -0.411590], [2.571028, 1.278214, 1.024710], [3.055311, 0.676448, -0.679570], [3.365742, -0.265179, 0.781470], [-2.905478, 1.547194, -0.387502], [-1.682524, 2.120210, 0.728007], [-1.072491, 1.512254, -0.746052], [-2.426255, -1.025638, -1.186090], [-2.120588, -2.285795, -0.150203]], "atomic_forces_ev_per_a": [[-3.520, 3.698, -2.042], [-0.770, -0.465, -0.417], [1.481, 0.955, -0.386], [-0.328, -1.250, -0.424], [-1.622, 1.104, -1.134], [0.497, -0.707, -0.681], [-0.608, -0.330, 1.568], [2.534, -2.418, 1.666], [1.046, -0.550, 0.197], [0.155, 0.691, 0.927], [-0.347, -0.011, -0.399], [1.251, -0.372, 0.833], [0.232, -0.344, 0.293]], "lowdin_charge": [-0.51, 0.30, 0.71, -0.35, -0.29, 0.03, 0.04, -0.06, 0.05, -0.01, 0.01, 0.07, 0.02], "e_homo_ha": -0.283, "total_charge": 0, "molar_mass_g_mol": 109.1, "relative_energy_kcal_mol": 24.5, "e_tot_ev": -23816.407, "smiles": "CSP(C)N", "homo_lumo_gap_ha": 0.27419}

{"formula": "C17H20AuClO7P2", "method": "ωB97M-V/def2-TZVPD", "symbols": ["Au", "O", "P", "O", "O", "O", "P", "O", "O", "O", "H", "H", "Cl", "C", "C", "C", "C", "C", "C", "C", "H", "H", "H", "H", "H", "H", "C", "C", "C", "C", "C", "C", "C", "C", "C", "C", "H", "H", "H", "H", "H", "H", "H", "H", "H", "H", "H", "H"], "coordinates": [[-0.776897, -0.885006, -0.697013], [-0.906792, 4.848557, -2.474914], [0.249962, 4.001945, -1.738011], [0.836420, 4.820777, -0.640663], [1.119138, 3.281382, -2.699518], [-0.710153, 2.845475, -0.959649], [-2.055938, 2.115960, -1.366973], [-2.861537, 2.147169, 0.051359], [-2.793760, 2.919723, -2.386364], [-1.859835, 0.645187, -1.642728], [-1.695409, 4.277449, -2.617699], [-3.084509, 3.063844, 0.245841], [1.244467, -3.698004, -2.420584], [2.242983, -2.940426, -1.197915], [3.604822, -2.871620, -1.443407], [4.445225, -2.282444, -0.512634], [3.897146, -1.779196, 0.661258], [2.535240, -1.861676, 0.886389], [1.647314, -2.429586, -0.041592], [0.186377, -2.453685, 0.218390], [3.993122, -3.272673, -2.370550], [5.508025, -2.211536, -0.707205], [4.530879, -1.309202, 1.404365], [2.122908, -1.465486, 1.810394], [0.017664, -2.380798, 1.295756], [-0.254009, -3.389208, -0.134935], [0.669338, 2.829968, 2.036633], [1.905409, 1.885069, 1.853562], [2.265238, 1.822584, 0.353291], [1.323903, 0.632317, 2.345184], [3.053577, 2.422715, 2.708282], [3.132208, 2.107457, 4.063845], [4.141983, 2.621664, 4.863807], [5.101069, 3.468139, 4.322959], [5.030586, 3.794839, 2.976712], [4.016524, 3.279921, 2.178810], [-0.171839, 2.484642, 1.438027], [0.955739, 3.806247, 1.640610], [0.380733, 2.908306, 3.086681], [1.448124, 1.366282, -0.205869], [3.169350, 1.230620, 0.198400], [2.400945, 2.821147, -0.060596], [0.617239, 0.376309, 1.534792], [2.394861, 1.428079, 4.472913], [4.182654, 2.357280, 5.914848], [5.893132, 3.869851, 4.944628], [5.766885, 4.459659, 2.540034], [3.966717, 3.559440, 1.135184]], "atomic_forces_ev_per_a": [[-0.121, 0.106, -0.002], [-0.030, 0.107, 0.045], [0.053, 0.004, 0.065], [0.003, -0.035, 0.066], [-0.046, -0.002, -0.026], [0.110, -0.152, 0.006], [-0.083, 0.124, 0.051], [-0.026, -0.010, 0.012], [-0.018, -0.057, 0.000], [0.170, -0.061, -0.009], [0.005, -0.058, -0.109], [0.020, 0.008, 0.002], [-0.002, 0.003, 0.008], [-0.006, -0.023, -0.020], [0.010, 0.010, 0.013], [-0.007, -0.001, -0.002], [0.005, 0.011, 0.000], [-0.010, 0.005, -0.009], [0.034, 0.004, 0.028], [0.024, 0.028, -0.001], [-0.001, 0.000, -0.001], [-0.001, 0.000, 0.000], [0.000, 0.004, -0.001], [0.008, -0.020, 0.004], [-0.006, 0.006, 0.002], [-0.008, 0.018, -0.033], [-0.167, -0.122, 0.080], [0.524, -0.235, -0.201], [-0.107, 0.102, 0.050], [-0.267, 0.414, -0.004], [-0.050, 0.039, 0.006], [0.029, -0.034, 0.005], [0.000, -0.002, -0.004], [0.004, 0.006, -0.003], [0.004, 0.000, 0.005], [-0.024, 0.011, 0.011], [-0.035, 0.015, -0.025], [0.023, -0.012, -0.026], [0.016, 0.041, -0.010], [0.009, 0.010, -0.030], [-0.004, -0.014, 0.007], [-0.016, 0.009, -0.043], [-0.012, -0.256, 0.092], [-0.008, 0.009, -0.001], [-0.001, -0.002, -0.002], [-0.001, -0.001, -0.001], [-0.002, 0.001, -0.001], [0.008, 0.001, 0.006]], "lowdin_charge": [0.77, -0.19, 0.15, -0.36, -0.35, -0.32, 0.16, -0.17, -0.32, -0.49, 0.00, 0.06, 0.62, -0.62, -0.14, -0.12, -0.11, -0.07, -0.36, -0.37, 0.09, 0.09, 0.10, 0.07, 0.02, 0.00, -0.01, -0.59, -0.04, 0.19, -0.18, -0.05, -0.11, -0.13, -0.10, -0.02, 0.07, 0.09, 0.08, 0.07, 0.08, 0.06, -0.01, 0.09, 0.09, 0.08, 0.09, 0.11], "e_homo_ha": -0.103, "total_charge": -2, "molar_mass_g_mol": 630.7, "e_tot_ev": -67084.970, "homo_lumo_gap_ha": 0.27029}